The following is a quantum chemistry calculation of an isolated molecule of C23H35N5OS at a distorted geometry, from the OMol25 dataset.

Orbital gap: 8.1201 eV
Energy relative to the best compared isomer or geometry (same formula, charge and spin): 195.0 kJ/mol
SMILES string: Cc1ccc(NCc2nnc(SCCN3CCCCC3)n2C[C@@H]2CCCO2)c(C)c1
E_LUMO: 0.57 eV
E_HOMO: -7.553 eV

Structure (ORCA input):
```
! wB97M-V def2-TZVPD RIJCOSX def2/J DEFGRID3
* xyz 0 1
C 6.87 0.92 1.98
C 5.80 0.44 1.04
C 4.70 -0.26 1.49
C 3.72 -0.68 0.60
C 3.82 -0.42 -0.76
N 2.90 -0.91 -1.68
C 1.57 -1.29 -1.26
C 0.81 -0.14 -0.69
N 0.81 1.06 -1.21
N 0.05 1.86 -0.45
C -0.42 1.14 0.53
S -1.49 1.64 1.80
C -2.20 3.13 1.04
C -2.80 2.83 -0.33
N -3.49 1.55 -0.38
C -3.66 1.09 -1.75
C -4.22 -0.33 -1.78
C -5.54 -0.38 -1.03
C -5.35 0.17 0.38
C -4.76 1.57 0.32
N 0.05 -0.15 0.45
C -0.34 -1.24 1.29
C -1.70 -1.80 0.82
C -2.18 -2.96 1.69
C -1.55 -4.17 1.01
C -1.57 -3.74 -0.46
O -1.57 -2.32 -0.50
C 4.94 0.29 -1.22
C 5.09 0.61 -2.68
C 5.90 0.71 -0.32
H 6.65 0.62 3.00
H 6.95 2.00 1.95
H 7.84 0.50 1.70
H 4.59 -0.48 2.54
H 2.88 -1.22 1.00
H 2.86 -0.33 -2.51
H 1.64 -2.10 -0.53
H 1.03 -1.67 -2.13
H -1.41 3.87 0.95
H -2.95 3.46 1.76
H -1.98 2.80 -1.05
H -3.47 3.67 -0.61
H -2.68 1.11 -2.24
H -4.33 1.76 -2.31
H -3.49 -1.00 -1.31
H -4.35 -0.64 -2.81
H -5.91 -1.41 -0.99
H -6.29 0.22 -1.55
H -6.30 0.20 0.92
H -4.67 -0.48 0.94
H -4.59 1.94 1.33
H -5.48 2.25 -0.18
H 0.43 -2.01 1.26
H -0.44 -0.86 2.32
H -2.40 -0.96 0.78
H -3.27 -3.02 1.65
H -1.88 -2.84 2.73
H -0.53 -4.31 1.35
H -2.11 -5.08 1.17
H -2.49 -4.09 -0.96
H -0.71 -4.11 -1.03
H 6.02 1.13 -2.86
H 4.27 1.25 -3.02
H 5.08 -0.30 -3.28
H 6.76 1.26 -0.69
*
```